Formula: C24H31N5O4S2
Source: the OMol25 dataset
Level of theory: wB97M-V/def2-TZVPD

Element x y z (Å)
C -5.64072 -3.49377 1.61831
C -4.94189 -2.45592 0.81603
C -3.73427 -2.51332 0.18755
C -3.49792 -1.24862 -0.41763
C -2.29649 -0.92091 -1.14588
N -1.65869 -1.88035 -1.70699
N -0.47138 -1.65014 -2.31717
C 0.49521 -0.76475 -1.96527
N 1.63498 -0.86173 -2.52051
C 2.75290 -0.12911 -2.22646
C 3.12344 0.21372 -0.91872
C 4.29333 0.90886 -0.68999
C 5.09827 1.26260 -1.75614
S 6.61643 2.12898 -1.42086
O 6.39385 3.15746 -0.44615
O 7.22802 2.50632 -2.66862
N 7.47527 0.90136 -0.64410
C 8.02738 -0.09018 -1.54520
C 9.37182 0.36858 -2.12063
O 10.27118 0.71823 -1.08930
C 9.74612 1.75900 -0.29266
C 8.42832 1.33478 0.35919
C 4.75837 0.92142 -3.05393
C 3.59486 0.22159 -3.29037
S 0.00775 0.48195 -0.78002
C -1.77827 0.48895 -1.18395
C -4.60540 -0.46065 -0.14366
C -4.95080 0.90953 -0.61680
N -5.47493 -1.20901 0.59746
C -6.71580 -0.73901 1.14694
C -6.52607 -0.01202 2.48445
C -7.76027 0.80678 2.91856
C -7.83132 0.58836 4.43820
C -6.60669 -0.29646 4.72496
O -6.31694 -0.95688 3.51519
H -4.98624 -4.35219 1.73697
H -5.89819 -3.10338 2.60142
H -6.55477 -3.82616 1.12359
H -3.05745 -3.34161 0.15889
H -0.14424 -2.44436 -2.85468
H 2.49851 -0.08846 -0.09168
H 4.59554 1.19242 0.30536
H 7.30521 -0.25286 -2.34588
H 8.15856 -1.01900 -0.97955
H 9.85008 -0.43727 -2.68023
H 9.19962 1.23071 -2.77909
H 10.50490 1.97785 0.46064
H 9.56645 2.65168 -0.91022
H 7.97526 2.16968 0.89246
H 8.59807 0.49867 1.04566
H 5.41293 1.22115 -3.85771
H 3.30343 -0.05325 -4.29191
H -2.24207 1.12658 -0.43747
H -1.88327 0.92637 -2.18010
H -5.98419 0.94987 -0.96050
H -4.83401 1.65235 0.17441
H -4.31480 1.18882 -1.45084
H -7.19068 -0.05308 0.44102
H -7.37731 -1.59125 1.31175
H -5.64518 0.64827 2.41892
H -7.64671 1.85605 2.65466
H -8.65438 0.42216 2.42890
H -8.74786 0.06847 4.71154
H -7.78397 1.52112 4.99534
H -5.74920 0.32227 5.02778
H -6.78365 -1.05725 5.48475

Summary:
- E_LUMO: 0.37 eV
- Gap between HOMO and LUMO: 8.02 eV
- SMILES: Cc1cc(C2=NN/C(=N/c3ccc(S(=O)(=O)N4CCOCC4)cc3)SC2)c(C)n1C[C@H]1CCCO1
- ΔE to the lowest compared entry with this formula, charge and spin: 276.0 kJ/mol
- E_HOMO: -7.65 eV

=====

Formula: C24H31N9RuS4Si
Source: the OMol25 dataset
Level of theory: wB97M-V/def2-TZVPD

Element x y z (Å)
Ru -0.00337 -0.40292 -0.21940
C 1.42316 5.77573 -2.13390
C 0.65521 5.10139 -1.00919
N 0.04930 3.85173 -1.46280
C 0.22076 2.65005 -0.88082
S -0.34451 1.27444 -1.79154
N 0.88055 2.56581 0.24138
N 0.78406 1.32570 0.81526
C 1.58159 1.07812 1.79749
C 2.69668 1.97566 2.21417
C 1.22976 -0.11884 2.58212
C 1.88782 -0.49625 3.73899
C 1.36076 -1.53642 4.49127
C 0.18249 -2.13115 4.08157
C -0.39714 -1.70399 2.89428
N 0.12555 -0.73919 2.14624
H 1.91404 6.67717 -1.76773
H 0.75715 6.06738 -2.94827
H 2.18408 5.10750 -2.54052
H -0.12745 5.76314 -0.63324
H 1.30955 4.85755 -0.17676
H -0.41749 3.85368 -2.35512
H 2.92588 2.67189 1.41419
H 3.58309 1.38202 2.44361
H 2.43355 2.54874 3.10655
H 2.78385 0.01828 4.05485
H 1.85481 -1.85622 5.39923
H -0.28970 -2.90946 4.66450
H -1.32194 -2.13082 2.53836
C -5.77366 0.11291 -1.22425
Si -5.34072 -1.64357 -0.80159
C -6.50366 -2.81755 -1.65905
C -5.41999 -1.95637 1.03039
C -3.60458 -1.96964 -1.48682
C -3.38746 -2.84394 -2.53989
C -2.11208 -3.03300 -3.09408
C -1.06814 -2.30258 -2.59078
N -1.25416 -1.44389 -1.57455
C -2.45654 -1.29214 -1.02662
S -2.29113 -0.25802 0.34129
H -6.82747 0.31078 -1.01403
H -5.59952 0.30658 -2.28481
H -5.17579 0.82222 -0.64813
H -7.52199 -2.61872 -1.31541
H -6.28008 -3.86234 -1.42924
H -6.50035 -2.69607 -2.74457
H -6.45482 -1.84313 1.36418
H -4.80602 -1.25774 1.60014
H -5.10539 -2.97416 1.27600
H -4.21940 -3.41292 -2.93859
H -1.94770 -3.72261 -3.90958
H -0.06318 -2.37353 -2.98701
N 3.08833 1.47842 -1.54201
C 3.21227 0.15683 -1.33830
N 2.27220 -0.65846 -0.89048
C 2.80526 -1.94726 -0.78867
C 4.09284 -2.09401 -1.14672
S 4.74031 -0.58788 -1.64516
C 1.94293 -3.01215 -0.30701
C 2.26259 -4.30730 -0.11045
S 0.87871 -5.17537 0.43117
C -0.04501 -3.71866 0.36644
N 0.63944 -2.66768 -0.02858
N -1.34952 -3.70254 0.71636
H 2.15973 1.85780 -1.58421
H 3.81406 1.96183 -2.04014
H 4.69400 -2.98720 -1.14498
H 3.20812 -4.80318 -0.24925
H -1.83453 -4.56989 0.85763
H -1.90107 -2.88597 0.49635

Summary:
- Spin multiplicity: 2
- E_LUMO (alpha / beta): -2.69 / -2.73 eV
- Gap between HOMO and LUMO (alpha / beta): 7.62 / 7.66 eV
- Net charge: +1
- E_HOMO (alpha / beta): -10.31 / -10.39 eV

=====

Formula: C24H31NO5
Source: the OMol25 dataset
Level of theory: wB97M-V/def2-TZVPD

Element x y z (Å)
C -6.20010 -0.37504 0.15294
C -5.18818 -1.50619 0.54592
O -3.99892 -1.19509 0.66636
C -3.25213 -0.98071 -0.17581
O -3.59030 -1.33833 -1.18117
C -1.85137 -0.35353 0.08023
C -1.04066 -1.59724 1.11535
C -0.98193 -2.68919 0.33825
O 0.14019 -2.64869 -0.76296
C 1.46661 -2.75873 -0.30221
C 1.79921 -2.79940 0.91236
C 3.40667 -2.95123 1.29947
C 4.30222 -2.78322 0.39263
C 3.96612 -2.56843 -0.92035
C 2.52587 -2.29544 -1.39893
C -1.07633 0.09221 -1.11686
C -1.57115 1.28907 -1.66512
N -1.86007 2.63904 -0.72388
C -0.71217 3.27610 -0.45915
C 0.64547 2.88664 0.11041
C 0.58414 2.87924 1.73490
C 1.73470 2.41050 2.26850
C 2.65655 1.81293 1.64635
C 2.66192 1.68520 0.01946
O 3.71658 1.35045 -0.76110
C 4.81809 0.74963 -0.04504
C 1.55678 2.26461 -0.43466
O 1.57240 2.22700 -1.89213
C -2.65722 2.13446 0.31964
C -1.96492 0.63433 1.04654
H -7.23078 -0.65816 -0.04539
H -5.74383 -0.00152 -0.59008
H -6.20480 0.36145 0.70845
H -5.12536 -2.19680 -0.23297
H -5.63741 -1.94294 1.47048
H -0.19682 -1.19625 1.27063
H -1.82142 -1.80836 1.85892
H -1.58147 -3.04343 -0.43054
H -0.63465 -3.53672 0.95679
H 1.24258 -3.12444 1.85807
H 3.72555 -3.01925 2.23614
H 5.29091 -2.66532 0.56255
H 4.60768 -2.20295 -1.76778
H 2.04895 -2.12873 -2.25760
H -1.04123 -0.68110 -1.75270
H -0.10994 0.37555 -0.61507
H -0.93412 1.67278 -2.63911
H -2.59251 1.10919 -1.81119
H -0.39734 3.60343 -1.52784
H -1.00798 4.39507 0.05750
H -0.14420 3.46882 1.88813
H 1.88626 2.35559 3.27949
H 3.63458 1.12098 2.00963
H 5.56696 0.45408 -0.91964
H 4.77154 0.04012 0.45946
H 5.33830 1.58339 0.26365
H 2.33484 1.64043 -2.24212
H -2.69072 2.85411 1.23333
H -3.53283 1.63756 0.13253
H -2.62912 0.63667 2.02032
H -1.01631 1.04307 1.44142

Summary:
- E_LUMO: 0.36 eV
- Gap between HOMO and LUMO: 7.94 eV
- SMILES: CCOC(=O)C1(CCOc2ccccc2)CCN(Cc2cccc(OC)c2O)CC1
- ΔE to the lowest compared entry with this formula, charge and spin: 2196.3 kJ/mol
- E_HOMO: -7.58 eV

=====

Formula: C24H32AsN6O3PRuS5
Source: the OMol25 dataset
Level of theory: wB97M-V/def2-TZVPD

Element x y z (Å)
Ru 0.24900 -0.32480 0.07900
N -1.76530 0.48020 3.95440
C -1.34780 0.28770 2.66230
S 0.18410 -0.56040 2.43650
N -2.02410 0.76940 1.66930
N -1.49180 0.62060 0.46060
C -2.08800 1.16250 -0.61390
C -1.47770 0.96720 -1.84810
C -1.92580 1.50580 -3.08590
C -1.27130 1.18720 -4.23940
C -0.15960 0.31820 -4.19090
C 0.25770 -0.14570 -2.96320
N -0.34200 0.17590 -1.82770
H -1.40010 -0.17030 4.63270
H -2.73900 0.72280 4.06090
H -3.00980 1.71270 -0.48640
H -2.76730 2.18190 -3.08230
H -1.59360 1.58640 -5.19130
H 0.36600 0.01300 -5.08040
H 1.11870 -0.81590 -2.89270
S 1.25800 2.28670 -0.18670
C 0.75750 3.03930 1.29080
C -0.24430 3.97200 1.45620
C -0.43520 4.51500 2.72770
C -1.39650 5.52340 2.92010
N -2.17540 6.35630 3.06500
C 0.36340 4.08590 3.81690
C 1.37130 3.13450 3.63520
C 1.58040 2.64090 2.36290
S 2.81850 1.55720 1.83850
C 0.19280 4.67150 5.08270
N 0.10090 5.16030 6.12030
H -0.84650 4.27700 0.61250
H 1.98520 2.80950 4.46500
C -1.45440 -7.05200 -2.17520
C -1.57250 -5.64960 -1.58710
C -2.77280 -5.54830 -0.65290
O -0.38540 -5.38850 -0.85190
P 0.34770 -3.94080 -0.94850
S 1.05190 -3.69490 -2.77230
S -1.05230 -2.61540 -0.31790
O 1.56710 -4.20370 0.04780
C 1.54980 -4.76150 1.36510
C 0.38470 -4.25170 2.19820
C 1.56580 -6.28970 1.31390
H -2.34360 -7.28920 -2.75550
H -1.36030 -7.77170 -1.36440
H -0.57470 -7.12610 -2.80970
H -1.66590 -4.91140 -2.39380
H -2.65380 -6.26230 0.16030
H -3.69290 -5.76730 -1.19050
H -2.82610 -4.54460 -0.23750
H 2.50260 -4.41430 1.79480
H -0.55630 -4.56420 1.74780
H 0.40850 -3.16300 2.24280
H 0.44740 -4.64620 3.21090
H 0.64030 -6.66050 0.87920
H 1.66390 -6.67570 2.32850
H 2.40560 -6.64270 0.71680
C 3.28680 1.09620 -2.33920
As 3.43860 -0.61320 -1.37280
C 4.03000 -1.89930 -2.72340
C 4.93100 -0.42710 -0.12790
O 2.15590 -1.22440 -0.56100
H 3.56230 0.94100 -3.38370
H 3.97150 1.81270 -1.88210
H 2.27480 1.49530 -2.28350
H 4.27260 -1.39290 -3.65560
H 3.21040 -2.60130 -2.89730
H 4.90860 -2.43510 -2.36650
H 5.82870 -0.08100 -0.63650
H 5.10760 -1.40160 0.33190
H 4.64590 0.28500 0.64440

Summary:
- Spin multiplicity: 2
- E_LUMO (alpha / beta): 1.74 / 1.39 eV
- Gap between HOMO and LUMO (alpha / beta): 6.18 / 5.82 eV
- Net charge: -1
- E_HOMO (alpha / beta): -4.45 / -4.43 eV

=====

| no. | DFT total energy (a.u.) | maximum force (eV Å⁻¹) |
| --- | --- | --- |
| 1 | -2304.20444 | 1.069 |
| 2 | -3403.03093 | 1.680 |
| 3 | -1363.25974 | 17.749 |
| 4 | -6151.13300 | 3.380 |